Molecular formula: H18InO9
Method: DFT, ωB97M-V/def2-TZVPD

Each line ends with the Mulliken charge.
Cartesian coordinates (Å):
1 In -0.1439 -0.0816 -0.0823  1.94
2 O 0.0061 -2.0576 0.7417  -0.50
3 H -0.5109 -2.4366 1.4327  0.31
4 H 0.6551 -2.7306 0.5997  0.30
5 O -0.9929 0.9314 -1.7183  -0.50
6 H -1.8629 1.3444 -1.6023  0.35
7 H -0.5529 1.3064 -2.4653  0.31
8 O 1.6981 0.1954 0.9067  -0.43
9 H 1.8841 1.0084 1.3717  0.35
10 H 2.3181 -0.4936 1.1897  0.29
11 O 1.3491 -0.8716 -1.5203  -0.52
12 H 1.2551 -1.6136 -2.1443  0.32
13 H 2.1741 -0.4236 -1.7553  0.31
14 O -0.4119 -0.0486 2.7097  -0.49
15 H -0.8619 0.4964 3.3677  0.29
16 H 0.2471 -0.4706 3.2377  0.29
17 O -0.4389 1.8924 0.7377  -0.54
18 H -0.6739 2.2234 1.6147  0.30
19 H -0.0559 2.7604 0.4387  0.33
20 O -1.1029 -1.6846 -1.5313  -0.47
21 H -1.1789 -2.6216 -1.3813  0.30
22 H -1.3759 -1.5766 -2.4263  0.28
23 O 1.7621 1.8774 -1.1323  -0.55
24 H 2.6491 1.7624 -0.7433  0.31
25 H 1.8301 2.4984 -1.8763  0.30
26 O -2.2019 -0.3466 0.5487  -0.54
27 H -2.7579 -1.1496 0.4197  0.33
28 H -2.7049 0.3094 1.0627  0.32

As for the molar mass: 276.95 g mol⁻¹. For the lowest unoccupied orbital energy, the calculation gives -10.689 eV. The calculation puts the HOMO-LUMO gap at 12.15 eV. As for the total energy: -23866.312 eV. The total charge is +3.

Molecular formula: C9H9N3O2
Method: DFT, ωB97M-V/def2-TZVPD

Each line ends with the Mulliken charge.
Cartesian coordinates (Å):
1 C -4.4377 -0.6944 1.3045  0.26
2 C 2.7030 1.3231 -0.2621  -0.22
3 C 2.1528 0.8000 0.9350  -0.63
4 C 2.0662 1.1409 -1.4934  -0.68
5 C 0.9325 0.1820 0.8454  -0.39
6 C 0.8370 0.4869 -1.5336  -0.14
7 C 0.2426 0.0473 -0.3767  0.44
8 C -1.0220 -0.7515 -0.4567  -0.65
9 C -3.4949 -1.4605 0.6253  -0.06
10 N -5.3615 -0.1675 1.7482  -0.43
11 N -2.0713 -0.2059 0.3762  -0.52
12 N -3.7524 -1.6842 -0.7703  0.98
13 O -3.8488 -2.8030 -1.2258  -0.57
14 O -3.8604 -0.6477 -1.4122  -0.51
15 H 3.6334 1.9546 -0.3718  0.27
16 H 2.5517 0.9666 1.9064  0.39
17 H 2.5616 1.5431 -2.3232  0.44
18 H 0.5331 -0.2491 1.6959  0.48
19 H 0.2156 0.3070 -2.5467  0.12
20 H -1.4479 -0.8207 -1.4589  0.47
21 H -0.8685 -1.7688 0.0490  0.29
22 H -3.1036 -2.4016 1.2118  0.34
23 H -2.5659 0.5597 -0.0932  0.32

As for the molar mass: 191.19 g mol⁻¹. For the lowest unoccupied orbital energy, the calculation gives -1.168 eV. The calculation puts the HOMO-LUMO gap at 8.32 eV. As for the total energy: -18037.907 eV.

Molecular formula: C38H38N7O2S3Tc
Method: DFT, ωB97M-V/def2-TZVPD

Each line ends with the Mulliken spin population.
Cartesian coordinates (Å):
1 Tc -0.0276 0.4048 -0.1549  1.02
2 C -2.7705 -1.1576 -0.4198  0.01
3 C -1.8629 -2.1007 -1.2489  -0.01
4 N -0.4210 -1.9267 -0.9330  0.02
5 C 0.1546 -3.0668 -0.2700  0.01
6 C 1.1311 -1.9902 1.9244  0.00
7 N 0.5659 -0.6624 1.8344  -0.01
8 C -0.6830 -0.5557 2.6484  0.01
9 C -1.8525 -1.1151 1.8693  0.00
10 N -2.0091 -0.3836 0.5866  -0.02
11 H -3.5629 -1.7271 0.0675  0.00
12 H -3.2501 -0.4457 -1.0879  0.00
13 H -1.9993 -1.8815 -2.3047  0.00
14 H -2.1673 -3.1391 -1.1131  0.00
15 H 0.1042 -1.7598 -1.7822  0.00
16 H 0.4715 -3.8446 -0.9651  0.00
17 H -0.5634 -3.5012 0.4194  0.00
18 H 2.1025 -1.9736 2.4144  0.00
19 H 0.4709 -2.6459 2.4849  0.00
20 H 1.2607 -0.0080 2.1794  0.00
21 H -0.8535 0.4981 2.8561  0.00
22 H -0.5828 -1.0654 3.6100  0.00
23 H -2.7610 -1.0580 2.4684  0.00
24 H -1.6928 -2.1729 1.6446  0.00
25 H -2.5696 0.4396 0.7891  0.00
26 C 5.5667 0.1948 -6.1513  0.00
27 C 4.9259 0.2658 -4.7962  0.00
28 C 5.6918 0.1371 -3.6350  0.00
29 C 5.1126 0.2152 -2.3816  0.00
30 C 3.7398 0.4352 -2.3026  0.01
31 C 2.9435 0.5792 -3.4438  0.00
32 C 3.5474 0.4920 -4.6790  0.00
33 S 2.9729 0.4364 -0.7612  -0.01
34 O 1.8802 1.4043 -0.7501  -0.01
35 O 3.8982 0.4540 0.3262  0.00
36 N 2.0309 -0.9512 -0.6383  0.02
37 C 2.4782 -2.0088 -0.1204  -0.01
38 C 3.8258 -2.4852 -0.0609  0.00
39 C 4.1270 -3.6699 0.4776  0.00
40 C 3.0772 -4.5124 1.0319  0.00
41 C 1.8230 -4.1161 1.0698  0.00
42 N 1.4064 -2.7777 0.5931  0.00
43 H 6.5556 -0.2566 -6.1052  0.00
44 H 5.6793 1.2005 -6.5643  0.00
45 H 4.9499 -0.3741 -6.8471  0.00
46 H 6.7614 -0.0135 -3.7164  0.00
47 H 5.7151 0.1522 -1.4818  0.00
48 H 1.8839 0.7889 -3.3494  0.00
49 H 2.9514 0.6164 -5.5756  0.00
50 H 4.5884 -1.8732 -0.5223  0.00
51 H 5.1532 -4.0199 0.4706  0.00
52 H 3.3060 -5.4997 1.4159  0.00
53 H 1.0071 -4.7071 1.4662  0.00
54 S -0.9565 -0.7690 -5.7352  0.00
55 C -1.3509 -0.7423 -7.3951  0.00
56 C -1.8339 0.4680 -7.7740  0.00
57 C -1.8849 1.3930 -6.6976  0.00
58 C -1.4430 0.8755 -5.5152  0.00
59 C -1.3569 1.5345 -4.2083  -0.01
60 C -0.8938 0.8284 -3.0876  0.00
61 N -0.7876 1.3363 -1.8692  0.00
62 C -1.1279 2.6374 -1.6940  0.05
63 C -1.5929 3.4352 -2.7392  0.00
64 C -1.9082 4.8133 -2.4595  0.00
65 C -1.7400 5.3297 -1.2261  0.00
66 C -1.2393 4.5225 -0.1409  -0.01
67 C -1.0150 5.0135 1.1505  0.02
68 C -0.4914 4.1954 2.1367  0.00
69 C -0.2226 2.8663 1.7718  0.03
70 N -0.4658 2.3546 0.5734  -0.08
71 C -0.9525 3.1833 -0.3895  -0.02
72 C -0.2282 4.6620 3.4982  0.00
73 C -0.3513 5.9288 3.9940  0.00
74 C -0.0190 6.0321 5.3684  0.00
75 C 0.3522 4.8395 5.9006  0.00
76 S 0.3027 3.5897 4.7436  0.00
77 C -1.7102 2.8566 -4.0077  0.00
78 H -1.2076 -1.6239 -8.0020  0.00
79 H -2.1452 0.6933 -8.7844  0.00
80 H -2.2485 2.4067 -6.8125  0.00
81 H -0.5906 -0.2073 -3.2049  0.00
82 H -2.2753 5.4336 -3.2683  0.00
83 H -1.9697 6.3703 -1.0315  0.00
84 H -1.2488 6.0491 1.3660  0.00
85 H 0.2313 2.2082 2.5037  0.00
86 H -0.6666 6.7782 3.4000  0.00
87 H -0.0528 6.9504 5.9373  0.00
88 H 0.6547 4.6273 6.9155  0.00
89 H -2.0700 3.4604 -4.8324  0.00

As for the molar mass: 818.97 g mol⁻¹. For the lowest unoccupied orbital energy (spin up / spin down), the calculation gives -9.555 / -9.562 eV. The calculation puts the HOMO-LUMO gap (spin up / spin down) at 4.92 / 4.91 eV. The spin multiplicity is 2. As for the total energy: -89228.140 eV. The total charge is +3.

Molecular formula: ClNO3
Method: DFT, ωB97M-V/def2-TZVPD

Each line ends with the Mulliken charge.
Cartesian coordinates (Å):
1 O 0.1102 -1.1989 0.0128  -0.46
2 N 0.3845 -0.0905 -0.0051  1.19
3 O 1.3375 0.5959 -0.0217  -0.47
4 O -0.9523 0.8375 0.0348  -0.33
5 Cl -2.2987 -0.1320 -0.0102  0.07

As for the molar mass: 97.46 g mol⁻¹. The SMILES is O=[N+]([O-])OCl. For the lowest unoccupied orbital energy, the calculation gives -0.150 eV. The calculation puts the HOMO-LUMO gap at 10.76 eV. As for the total energy: -20149.005 eV.

Molecular formula: C3H6O3
Method: DFT, ωB97M-V/def2-TZVPD

Each line ends with the Mulliken charge.
Cartesian coordinates (Å):
1 C 0.8337 0.3815 -0.1804  -0.26
2 C -1.2037 0.4506 -0.4352  -1.29
3 C -0.0850 -0.2410 0.7903  1.00
4 O -0.1802 -1.6347 0.5919  -0.51
5 O 1.6478 -0.3750 -0.8974  -0.40
6 O -0.1578 0.2580 1.9559  -0.74
7 H 0.3660 -2.0452 1.2825  0.34
8 H 2.3669 0.1551 -1.2841  0.37
9 H 1.0442 1.4441 -0.0773  0.39
10 H -1.2445 0.0035 -1.4302  0.36
11 H -2.0881 0.0677 0.0781  0.37
12 H -1.2991 1.5355 -0.3940  0.37

As for the molar mass: 90.08 g mol⁻¹. For the lowest unoccupied orbital energy, the calculation gives 0.090 eV. The calculation puts the HOMO-LUMO gap at 8.41 eV. As for the total energy: -9347.266 eV.

The relative energy (zero: lowest compared OMol25 entry of this formula, charge and spin) results, record by record, are as follows: 21.4 757.2 34.9 0.0 390.9 kJ/mol.